The following is a DFT calculation (ωB97M-V with the def2-TZVPD basis set) of 2 unconnected molecules or ions with the total composition C3H6NO2 at a distorted geometry.

The geometry in XYZ format:
```
12
Properties=species:S:1:pos:R:3
C -0.449 -1.074 2.327
C 0.031 -0.146 1.469
N 0.351 -0.381 0.150
H -0.500 -2.092 1.961
H -0.565 -0.716 3.338
H 0.300 0.868 1.772
H -0.095 -1.252 -0.088
H 0.519 0.388 -0.528
O 0.129 1.818 -1.541
C 0.101 1.071 -2.564
O 0.802 0.121 -2.944
H -0.624 1.395 -3.351
```

Properties
LUMO energy = 4.136 eV
F_max = 1.65 eV/A
charge = -1

Computed natural (NBO) charges, given in elementary charges: -0.657 0.065 -0.826 0.182 0.193 0.176 0.358 0.449 -0.798 0.626 -0.761 -0.008

---

The following is a DFT calculation (ωB97M-V with the def2-TZVPD basis set) of C5H11NO in the gas phase at a distorted geometry.

The geometry in XYZ format:
```
18
Properties=species:S:1:pos:R:3
C 0.039 1.696 0.392
C -0.154 0.518 -0.552
C 1.054 0.297 -1.457
N -0.453 -0.681 0.211
C 0.496 -1.227 1.196
C -1.739 -1.162 0.226
O -2.657 -0.614 -0.348
H 0.901 1.535 1.053
H 0.218 2.612 -0.176
H -0.852 1.843 1.012
H -1.031 0.700 -1.178
H 0.904 -0.572 -2.107
H 1.212 1.175 -2.091
H 1.970 0.140 -0.875
H 1.517 -1.290 0.792
H 0.483 -0.673 2.174
H -0.008 -2.191 0.929
H -1.899 -2.107 0.800
```

Properties
LUMO energy = 0.880 eV
F_max = 3.21 eV/A
SMILES = CC(C)N(C)C=O
charge = 0

Computed natural (NBO) charges, given in elementary charges: -0.617 -0.062 -0.613 -0.445 -0.445 0.524 -0.613 0.197 0.216 0.220 0.238 0.217 0.217 0.197 0.205 0.207 0.238 0.118

---

The following is a DFT calculation (ωB97M-V with the def2-TZVPD basis set) of a molecular structure, C28H20N5RuS4 at a distorted geometry.

The geometry in XYZ format:
```
58
Properties=species:S:1:pos:R:3
Ru -0.355 0.095 -1.227
C -5.089 2.561 -3.042
S -3.605 3.272 -2.305
C -2.679 1.845 -2.027
S -1.039 2.181 -1.330
N -3.061 0.657 -2.316
N -2.159 -0.345 -1.997
C -1.803 -1.157 -2.938
C -0.878 -2.260 -2.608
C -0.895 -3.457 -3.286
C -0.035 -4.467 -2.860
C 0.820 -4.224 -1.798
C 0.810 -2.974 -1.194
N -0.021 -2.012 -1.585
H -5.762 3.391 -3.247
H -5.558 1.875 -2.342
H -4.839 2.050 -3.968
H -2.182 -1.044 -3.953
H -1.571 -3.607 -4.118
H -0.035 -5.428 -3.356
H 1.498 -4.986 -1.441
H 1.481 -2.738 -0.378
S -3.240 -1.083 5.393
C -4.819 -1.684 5.274
C -5.217 -1.875 3.980
C -4.215 -1.512 3.068
C -3.058 -1.054 3.672
C -1.840 -0.606 3.056
C -1.736 -0.539 1.638
N -0.652 -0.141 1.023
C 0.442 0.248 1.731
C 0.438 0.220 3.142
C 1.613 0.645 3.858
C 2.700 1.081 3.198
C 2.714 1.130 1.760
C 3.802 1.600 1.050
C 3.778 1.656 -0.351
C 2.604 1.191 -1.000
N 1.561 0.732 -0.345
C 1.579 0.702 1.030
C 4.873 2.168 -1.109
C 4.979 2.329 -2.508
C 6.182 2.867 -2.899
C 7.018 3.126 -1.802
S 6.338 2.717 -0.317
C -0.716 -0.217 3.782
H -5.387 -1.876 6.172
H -6.188 -2.256 3.705
H -4.352 -1.596 1.998
H -2.576 -0.819 1.015
H 1.604 0.615 4.941
H 3.579 1.409 3.737
H 4.670 1.938 1.605
H 2.528 1.211 -2.079
H 4.196 2.066 -3.204
H 6.469 3.076 -3.919
H 8.014 3.548 -1.845
H -0.729 -0.246 4.865
```

Properties
LUMO energy (spin up / spin down) = -9.298 / -11.549 eV
2S+1 = 5
F_max = 1.43 eV/A
charge = +3

Computed natural (NBO) charges, given in elementary charges: 0.998 -0.743 0.453 -0.079 0.148 -0.347 -0.259 0.157 0.116 -0.174 -0.097 -0.198 0.086 -0.502 0.270 0.248 0.248 0.256 0.263 0.267 0.266 0.225 0.522 -0.324 -0.249 -0.158 -0.281 -0.011 0.124 -0.483 0.170 -0.041 -0.131 -0.162 -0.070 -0.044 -0.135 0.152 -0.472 0.189 -0.076 -0.170 -0.191 -0.216 0.572 -0.131 0.275 0.259 0.220 0.220 0.256 0.253 0.247 0.221 0.247 0.279 0.289 0.250